# 1
The following is a DFT calculation (wB97M-V/def2-TZVPD) of 19 unconnected molecules or ions with the total composition C38H64Cl36FN3O6 in a non-equilibrium geometry.

Computed properties:
strongest force on any atom = 0.18170 Eh/bohr
calculated total energy = -510704.409 eV
E_HOMO = -8.6 eV

Structure (ORCA input):
```
! wB97M-V def2-TZVPD RIJCOSX def2/J DEFGRID3
* xyz 0 1
C 2.606 4.498 1.225
C 1.844 5.248 -0.022
O 1.766 4.232 -1.124
C 1.003 3.060 -0.664
C 0.229 2.384 -1.943
O 1.099 1.668 -2.889
C 1.133 0.219 -2.637
C 2.520 -0.620 -2.224
F 3.811 0.155 -2.105
C 2.468 -2.270 -1.954
C 3.887 -2.973 -1.508
C 3.794 -3.893 -0.152
C 4.238 -3.129 1.229
C 5.853 -2.701 1.254
C 6.044 -1.826 2.658
N 5.828 -2.679 3.910
C 1.061 -3.157 -2.125
N 0.972 -4.657 -1.912
C -0.273 -2.303 -2.542
C -0.224 -0.685 -2.799
C -1.774 -0.313 -3.180
O -2.239 0.685 -3.935
N -2.535 -1.395 -2.386
C -2.489 -1.127 -0.883
C -3.960 -0.934 -0.185
O -5.093 -1.473 -0.952
C -5.967 -2.092 0.100
O -6.676 -3.210 -0.196
C -1.840 -2.717 -2.774
O -2.431 -3.834 -3.210
H 3.203 5.212 1.938
H 3.351 3.707 0.735
H 1.865 3.877 1.906
H 2.562 6.093 -0.447
H 0.787 5.692 0.246
H 1.658 2.231 -0.133
H 0.167 3.423 0.090
H -0.253 3.287 -2.556
H -0.672 1.762 -1.528
H 4.696 -2.121 -1.299
H 4.218 -3.667 -2.418
H 4.556 -4.798 -0.304
H 2.737 -4.382 0.035
H 3.537 -2.209 1.514
H 4.098 -3.916 2.114
H 6.547 -3.658 1.315
H 6.164 -2.058 0.319
H 7.093 -1.309 2.610
H 5.175 -1.007 2.653
H 6.325 -2.285 4.738
H 4.786 -2.590 4.089
H 0.635 -4.754 -0.907
H 1.938 -5.105 -1.916
H -1.950 -2.019 -0.301
H -1.860 -0.155 -0.604
H -3.930 -1.524 0.853
H -4.083 0.212 0.117
H -6.080 -1.668 1.185
C 2.935 -7.645 -0.399
Cl 3.083 -7.100 -2.074
Cl 2.171 -6.409 0.607
H 2.326 -8.552 -0.372
H 3.932 -7.859 -0.005
C 7.480 -6.507 1.923
Cl 5.887 -6.406 1.164
Cl 8.656 -5.499 1.071
H 7.403 -6.166 2.958
H 7.819 -7.546 1.901
C 1.454 -0.388 3.419
Cl 2.430 -1.705 4.081
Cl 1.527 -0.367 1.653
H 0.415 -0.523 3.730
H 1.832 0.563 3.802
C -1.682 5.986 -3.042
Cl 0.059 6.245 -3.207
Cl -2.044 4.969 -1.641
H -2.175 6.953 -2.916
H -2.056 5.495 -3.943
C -1.990 2.775 2.633
Cl -1.014 1.459 3.295
Cl -1.916 2.796 0.867
H -3.029 2.640 2.944
H -1.611 3.726 3.016
C -0.284 -0.187 6.665
Cl -0.533 -1.724 5.829
Cl 1.410 0.312 6.586
H -0.903 0.580 6.193
H -0.572 -0.301 7.713
C -5.471 0.733 3.765
Cl -5.450 0.880 2.003
Cl -4.014 -0.076 4.353
H -5.526 1.732 4.205
H -6.346 0.150 4.063
C -3.816 -3.827 7.069
Cl -3.733 -2.403 8.113
Cl -4.197 -3.374 5.403
H -2.850 -4.338 7.086
H -4.594 -4.497 7.442
C 2.633 1.825 9.623
Cl 4.373 2.084 9.458
Cl 2.271 0.809 11.023
H 2.139 2.792 9.749
H 2.259 1.335 8.721
C -8.954 0.176 -1.368
Cl -9.409 0.463 0.316
Cl -9.484 1.506 -2.405
H -7.867 0.086 -1.432
H -9.422 -0.750 -1.710
C 9.362 -5.826 5.591
Cl 10.915 -5.231 4.992
Cl 8.017 -4.933 4.870
H 9.264 -6.884 5.336
H 9.328 -5.704 6.676
C -1.462 8.672 -0.114
Cl -0.690 9.296 -1.577
Cl -0.282 7.886 0.942
H -1.924 9.502 0.426
H -2.226 7.944 -0.397
C -2.741 6.440 3.451
Cl -2.720 6.587 1.689
Cl -1.283 5.631 4.039
H -2.795 7.439 3.890
H -3.616 5.857 3.749
C -1.450 5.073 -6.993
Cl -1.302 5.618 -8.668
Cl -2.214 6.309 -5.987
H -2.059 4.166 -6.967
H -0.454 4.860 -6.599
C -2.186 -6.320 3.934
Cl -3.245 -6.749 5.283
Cl -0.861 -5.280 4.471
H -1.769 -7.234 3.504
H -2.770 -5.790 3.178
C -0.910 6.675 -12.074
Cl 0.643 7.270 -12.673
Cl -2.254 7.568 -12.796
H -1.008 5.617 -12.330
H -0.944 6.797 -10.989
C -5.283 -5.974 -3.389
Cl -5.090 -7.693 -3.754
Cl -6.698 -5.696 -2.366
H -4.391 -5.619 -2.867
H -5.407 -5.424 -4.324
C -2.662 6.078 -16.184
Cl -3.503 4.646 -16.790
Cl -0.911 5.905 -16.350
H -2.989 6.951 -16.755
H -2.908 6.215 -15.128
*
```


# 2
The following is a DFT calculation (wB97M-V/def2-TZVPD) of 10 unconnected molecules or ions with the total composition C38H64NO16 in a non-equilibrium geometry.

Computed properties:
strongest force on any atom = 0.36067 Eh/bohr
calculated total energy = -74667.959 eV
E_HOMO = -11.0 eV

Structure (ORCA input):
```
! wB97M-V def2-TZVPD RIJCOSX def2/J DEFGRID3
* xyz 1 1
C 0.504 -1.803 0.201
N 1.046 -0.410 -0.101
C 0.751 -0.077 -1.522
C 0.527 0.570 0.918
C 2.525 -0.620 0.091
C 3.326 0.717 0.099
O 4.664 0.380 0.467
H -0.549 -1.862 0.016
H 0.513 -2.227 1.261
H 1.011 -2.578 -0.552
H 1.319 0.820 -1.780
H -0.227 0.016 -1.295
H 1.036 -0.729 -2.254
H -0.453 0.340 1.092
H 0.462 1.579 0.620
H 1.171 0.573 1.779
H 2.860 -1.156 -0.659
H 2.664 -0.943 1.091
H 3.018 1.419 0.821
H 3.156 1.241 -0.906
H 5.056 1.301 0.219
C 0.846 -2.059 -6.424
C -0.472 -2.050 -5.708
C -1.501 -3.025 -6.138
O -2.525 -3.021 -5.504
C -1.240 -3.847 -7.247
C 0.046 -3.834 -8.076
C 1.125 -2.966 -7.487
O 2.260 -2.944 -8.058
O 0.222 -4.219 -9.407
O -0.672 -1.365 -4.540
H 1.634 -1.630 -6.180
H -1.981 -4.370 -7.659
H -0.416 -4.919 -9.581
H -1.425 -1.869 -4.088
C -2.796 0.495 2.838
C -3.150 -0.995 2.400
C -4.413 -1.261 1.786
O -4.636 -2.466 1.410
C -5.404 -0.265 1.433
C -5.067 1.167 1.812
C -3.727 1.529 2.427
O -3.581 2.617 2.905
O -6.030 2.085 1.579
O -2.293 -2.029 2.721
H -1.948 0.811 3.367
H -6.499 -0.373 1.076
H -5.777 2.910 2.049
H -2.475 -3.019 2.352
C -1.085 4.931 0.077
C -1.942 3.763 -0.375
O -1.325 2.758 -0.692
C -3.422 3.977 -0.740
H -0.946 5.519 -0.504
H 0.028 4.643 0.348
H -1.787 5.335 0.764
H -4.163 3.110 -1.035
H -3.618 4.771 -1.439
H -3.926 4.192 0.335
C 4.504 4.355 -2.862
C 5.174 3.747 -4.153
O 5.411 2.571 -4.201
C 5.493 4.768 -5.292
H 5.059 5.218 -2.439
H 4.566 3.568 -2.161
H 3.586 4.512 -2.896
H 5.643 4.125 -6.151
H 6.363 5.058 -5.117
H 5.012 5.682 -5.134
C -3.166 -6.541 1.553
C -2.189 -5.475 1.801
O -2.262 -4.883 2.886
C -1.209 -5.185 0.642
H -3.821 -6.772 2.367
H -2.505 -7.496 1.430
H -3.945 -6.342 0.743
H -1.480 -4.661 0.015
H -1.123 -6.212 0.197
H -0.235 -4.778 0.943
C -0.725 4.258 3.738
C 0.512 3.562 4.316
O 1.039 2.543 3.753
C 1.086 4.087 5.706
H -1.469 4.137 4.367
H -1.116 3.632 2.717
H -0.342 5.183 3.657
H 1.291 5.085 5.672
H 2.060 3.652 5.829
H 0.420 3.743 6.510
C -3.721 0.319 -1.960
C -3.552 -1.174 -1.769
O -2.516 -1.739 -1.415
C -4.809 -2.022 -2.100
H -2.780 0.862 -1.674
H -4.559 0.675 -1.419
H -4.126 0.570 -2.971
H -4.456 -3.111 -2.198
H -5.269 -1.979 -3.145
H -5.665 -2.199 -1.549
C 1.018 -4.399 4.127
C 1.379 -5.854 4.330
O 2.507 -6.243 4.577
C 0.273 -6.808 4.312
H 0.476 -4.138 5.081
H 0.276 -4.271 3.217
H 1.802 -3.653 3.995
H -0.645 -6.175 4.382
H 0.574 -7.635 5.113
H 0.099 -7.205 3.349
C 5.562 3.016 3.131
C 5.072 4.099 2.320
O 4.664 3.877 1.119
C 4.887 5.521 2.885
H 5.853 3.432 4.122
H 6.404 2.380 2.555
H 4.871 2.229 3.382
H 3.960 5.791 3.365
H 4.866 6.362 2.363
H 5.631 5.644 3.619
*
```


# 3
The following is a DFT calculation (wB97M-V/def2-TZVPD) of 10 unconnected molecules or ions with the total composition C38H64O24P3.

Computed properties:
strongest force on any atom = 0.01814 Eh/bohr
calculated total energy = -117456.558 eV
E_HOMO = -4.8 eV

Structure (ORCA input):
```
! wB97M-V def2-TZVPD RIJCOSX def2/J DEFGRID3
* xyz -1 1
O -2.278 -1.532 1.604
P -2.405 -2.498 2.741
C -2.376 -4.285 2.303
P -4.079 -5.015 2.321
O -5.085 -4.215 3.057
O -4.542 -5.205 0.799
O -3.922 -6.487 2.924
C -1.691 -4.535 0.945
O -1.280 -5.869 1.018
P -0.442 -6.158 2.562
O -1.580 -4.886 3.285
H -3.541 -2.276 3.540
H -1.329 -2.416 3.645
H -3.909 -5.724 0.279
H -4.756 -6.707 3.357
H -0.833 -3.861 0.815
H -2.363 -4.385 0.104
H 0.410 -7.168 1.983
H 0.458 -5.086 2.189
H 0.192 -6.276 3.856
H -1.410 -7.146 2.926
O -2.749 -5.193 -2.397
C -2.182 -4.186 -2.719
O -1.230 -3.610 -1.958
C -0.826 -2.353 -2.525
C -1.173 -2.460 -4.006
C -2.406 -3.354 -3.970
H -1.375 -1.557 -2.016
H 0.234 -2.215 -2.333
H -1.335 -1.491 -4.473
H -0.368 -2.959 -4.546
H -3.327 -2.783 -3.828
H -2.516 -3.995 -4.840
O 1.187 -0.141 -1.217
C 0.855 0.424 -0.203
O 0.754 -0.208 0.968
C 0.262 0.698 1.976
C 0.606 2.087 1.461
C 0.502 1.888 -0.042
H -0.811 0.531 2.090
H 0.760 0.468 2.916
H -0.036 2.862 1.869
H 1.638 2.330 1.723
H -0.511 2.047 -0.419
H 1.190 2.503 -0.614
O 0.247 5.096 -1.146
C 0.048 5.780 -0.181
O -0.108 5.221 1.041
C -0.497 6.205 2.012
C 0.001 7.528 1.430
C -0.109 7.283 -0.072
H -1.583 6.167 2.123
H -0.037 5.943 2.962
H -0.563 8.388 1.786
H 1.047 7.671 1.704
H -1.100 7.539 -0.454
H 0.642 7.789 -0.673
O 3.980 3.042 -5.608
C 2.930 2.981 -5.036
O 2.384 1.803 -4.649
C 1.087 2.021 -4.062
C 1.102 3.461 -3.593
C 2.011 4.125 -4.620
H 0.332 1.829 -4.829
H 0.945 1.320 -3.242
H 0.104 3.884 -3.515
H 1.557 3.516 -2.606
H 1.469 4.467 -5.504
H 2.600 4.949 -4.226
O -0.103 4.057 4.882
C -0.113 2.948 5.349
O -0.766 1.934 4.759
C -0.715 0.748 5.575
C 0.504 0.946 6.470
C 0.527 2.465 6.632
H -1.646 0.692 6.142
H -0.643 -0.115 4.916
H 0.431 0.396 7.405
H 1.403 0.615 5.948
H -0.100 2.801 7.461
H 1.524 2.886 6.738
O -1.218 -2.657 -7.359
C -0.624 -1.648 -7.599
O 0.316 -1.142 -6.765
C 0.793 0.123 -7.251
C 0.489 0.117 -8.745
C -0.776 -0.733 -8.801
H 0.254 0.916 -6.727
H 1.851 0.200 -7.016
H 0.377 1.118 -9.157
H 1.296 -0.384 -9.281
H -1.682 -0.140 -8.658
H -0.877 -1.321 -9.709
O -3.644 3.199 8.078
C -3.819 3.644 6.981
O -3.066 3.275 5.923
C -3.409 4.038 4.755
C -4.830 4.529 5.016
C -4.836 4.679 6.534
H -2.687 4.852 4.661
H -3.318 3.386 3.890
H -5.067 5.443 4.474
H -5.545 3.762 4.718
H -4.478 5.659 6.856
H -5.799 4.484 7.000
O 3.852 0.637 1.654
C 3.939 0.510 0.466
O 3.416 1.411 -0.393
C 3.581 0.965 -1.755
C 4.741 -0.019 -1.719
C 4.574 -0.618 -0.321
H 2.659 0.482 -2.069
H 3.754 1.841 -2.375
H 4.696 -0.750 -2.523
H 5.695 0.507 -1.790
H 3.877 -1.459 -0.324
H 5.512 -0.923 0.136
O 4.791 -3.874 -2.442
C 4.084 -4.544 -1.741
O 2.892 -5.019 -2.155
C 2.208 -5.687 -1.073
C 3.310 -6.085 -0.098
C 4.324 -4.962 -0.301
H 1.496 -4.988 -0.632
H 1.662 -6.530 -1.488
H 2.949 -6.187 0.923
H 3.748 -7.038 -0.402
H 4.115 -4.103 0.340
H 5.359 -5.264 -0.166
*
```


> E_HOMO of number 1 (C38H64Cl36FN3O6)?

-8.6 eV


> Which value of strongest force on any atom does entry 1 give?

0.18170 Eh/bohr


> Which value of E_HOMO does entry 2 give?

-11.0 eV